Molecular formula: C25H28BN7O2Pt
Method: DFT, ωB97M-V/def2-TZVPD

Net charge: +2
Highest occupied orbital energy (alpha / beta): -13.91 / -13.75 eV
Multiplicity: 5

Last column: Mulliken charge in e.
Element x y z (Å)
H1 1.07071 -0.55709 -1.85345  0.755
N1 -0.52667 0.72865 -1.37854  0.367
B1 -2.56874 2.16808 -1.34952  0.068
N2 -1.60693 1.18659 -2.07746  -0.056
C1 -1.59498 0.64644 -3.32333  -0.149
Pt1 -0.11523 1.33639 0.62452  1.287
H2 -2.38708 0.87204 -4.01715  0.493
C2 -0.47774 -0.16396 -3.42159  -1.340
H3 -0.14073 -0.74540 -4.27277  0.478
C3 0.17473 -0.09677 -2.18636  -0.394
H4 -3.48626 2.55049 -2.00811  -0.020
C4 1.29782 0.69488 1.71114  -0.107
H5 2.24098 0.54084 1.18939  0.058
H6 0.97911 -0.21045 2.25933  -0.066
H7 1.51773 1.49903 2.43876  0.464
N3 -1.56896 3.32203 -0.96289  0.157
N4 -3.01813 1.26404 -0.14245  0.167
N5 -0.32585 2.99986 -0.44184  -0.243
N6 -2.05549 0.58772 0.57873  -0.350
C5 -1.53495 4.62125 -1.30601  -0.170
C6 -4.21580 0.76769 0.21024  -0.127
H8 -2.38355 5.05293 -1.81451  0.482
H9 -5.10140 1.13155 -0.28772  0.497
C7 -0.27998 5.14528 -0.99892  -0.914
C8 -4.03434 -0.21805 1.17530  -1.017
C9 0.48221 4.09863 -0.50661  -0.223
C10 -2.65500 -0.34518 1.36730  -0.184
H10 0.04014 6.16280 -1.12941  0.445
H11 -4.79248 -0.78476 1.68203  0.446
H12 1.51264 4.05057 -0.19362  0.466
H13 -2.07065 -1.01731 1.99088  0.362
H14 -1.25264 2.35660 1.20431  0.284
C11 -0.04623 -5.00407 -0.59236  -1.805
C12 0.50012 -4.24847 0.58715  0.936
C13 -0.37529 -3.84570 1.59125  -0.963
C14 0.06897 -3.09572 2.68131  -0.853
C15 1.40982 -2.71108 2.73888  -0.903
C16 2.27513 -3.02836 1.67882  0.708
N7 3.53251 -2.44347 1.70811  0.222
C17 4.51092 -2.18760 0.71776  -0.504
C18 5.81120 -2.68813 0.90266  -0.376
C19 6.79660 -2.47950 -0.06330  -0.680
C20 6.53248 -1.67998 -1.18461  -0.634
C21 5.27741 -1.09184 -1.31907  -0.523
C22 4.27226 -1.37345 -0.39840  1.040
C23 2.92221 -0.78886 -0.68477  0.158
O1 2.88762 0.41718 -1.04541  -0.652
O2 1.92711 -1.57526 -0.56627  -0.603
C24 1.85792 -3.91155 0.66145  0.978
C25 2.83276 -4.41357 -0.34205  -1.448
H15 0.10937 -4.45999 -1.53469  0.331
H16 0.40761 -5.99712 -0.69556  0.424
H17 -1.12416 -5.14075 -0.45839  0.420
H18 -1.42673 -4.13290 1.50284  0.421
H19 -0.61943 -2.80928 3.47290  0.608
H20 1.80180 -2.12532 3.57116  0.489
H21 3.81686 -2.15266 2.63961  0.385
H22 6.01330 -3.28074 1.79706  0.461
H23 7.77939 -2.92847 0.06586  0.414
H24 7.29716 -1.50232 -1.94213  0.435
H25 5.02170 -0.41201 -2.13407  0.489
H26 3.05599 -3.63423 -1.08214  0.244
H27 3.77370 -4.73554 0.11734  0.366
H28 2.39977 -5.26334 -0.87207  0.497

***

Molecular formula: C14H23BrF6N2O7PdS2Sb
Method: DFT, ωB97M-V/def2-TZVPD

Net charge: +3
Highest occupied orbital energy: -17.95 eV

Last column: Mulliken charge in e.
Element x y z (Å)
Pd1 0.76035 0.93994 -0.40865  1.389
O1 3.31127 1.05299 5.10352  -0.476
C1 2.68170 1.01794 3.95063  0.738
C2 1.41885 0.43733 3.74654  -0.667
C3 0.88171 0.46878 2.48974  -0.923
N1 1.49684 1.04456 1.43601  0.316
C4 2.71900 1.57396 1.63500  0.090
Br1 3.64656 2.24270 0.14319  0.006
C5 3.33501 1.59650 2.85595  -0.564
H1 2.82764 0.63184 5.82830  0.337
H2 0.87591 -0.03050 4.55647  0.412
H3 -0.08228 0.02240 2.28913  0.506
H4 4.31888 2.02643 2.97911  0.568
C6 -0.38580 0.22717 -3.40552  -0.729
O2 0.09332 1.16192 -2.41581  -0.095
C7 -0.26558 2.52295 -2.74489  -0.452
C8 0.45713 3.44020 -1.80183  -0.450
O3 0.21247 2.93146 -0.46793  -0.309
C9 0.45374 3.91125 0.57974  -0.974
H5 -0.08799 0.57799 -4.39225  0.341
H6 -1.47386 0.15974 -3.35649  0.149
H7 0.07064 -0.73521 -3.21317  0.288
H8 -1.34983 2.63525 -2.66678  0.361
H9 0.04354 2.73108 -3.77052  0.384
H10 0.05277 4.45033 -1.87756  0.475
H11 1.53218 3.46195 -1.98308  0.266
H12 1.47734 4.27703 0.52527  0.412
H13 0.26846 3.41965 1.52885  0.275
H14 -0.25076 4.72797 0.43425  0.359
F1 -1.22935 -3.80030 1.20130  -0.165
C10 0.04040 -3.55976 0.86863  0.546
F2 0.67633 -3.06715 1.90250  -0.160
F3 0.57465 -4.63036 0.38542  -0.105
S1 -0.07888 -2.21656 -0.49021  0.355
O4 -1.36497 -1.48881 -0.05723  -0.156
O5 -0.21130 -2.85649 -1.74632  -0.567
N2 1.07086 -1.13715 -0.27827  -0.094
S2 2.64881 -1.77513 -0.39137  0.868
O6 3.43930 -1.04435 0.52791  -0.557
O7 2.48790 -3.18767 -0.36441  -0.613
C11 3.25043 -1.31242 -2.11805  0.702
F4 4.50132 -0.94167 -2.01752  -0.190
F5 2.51050 -0.29294 -2.57762  -0.149
F6 3.11188 -2.34986 -2.90210  -0.189
C12 -3.92507 -1.74642 -1.97200  -1.092
Sb1 -3.38567 -1.51831 0.03106  1.116
C13 -4.00435 -3.10327 1.25232  -1.109
C14 -3.63752 0.39585 0.82593  -0.978
H15 -4.99142 -1.98127 -1.99173  0.452
H16 -3.36186 -2.57754 -2.39563  0.409
H17 -3.73759 -0.81903 -2.50740  0.326
H18 -5.01043 -2.83299 1.58075  0.471
H19 -3.34794 -3.20377 2.10975  0.402
H20 -4.02509 -4.01398 0.65667  0.403
H21 -4.42107 0.35715 1.58254  0.456
H22 -3.92081 1.07679 0.02571  0.385
H23 -2.69827 0.70183 1.28212  0.201

***

Molecular formula: C3H6BrP
Method: DFT, ωB97M-V/def2-TZVPD

Highest occupied orbital energy (alpha / beta): -7.99 / -8.80 eV
Multiplicity: 3

Last column: Mulliken charge in e.
Element x y z (Å)
C1 0.66903 -0.46556 -0.20482  0.578
C2 0.81335 0.65856 0.82314  -0.966
C3 -0.54441 -0.48867 -1.04739  -1.039
P1 2.04354 -1.39663 -0.43833  -0.131
Br1 -2.89082 0.47466 1.81742  0.001
H1 0.31268 1.53703 0.39366  0.270
H2 0.22569 0.21018 1.65745  0.164
H3 1.99166 0.71298 1.12378  0.367
H4 -0.74142 -1.48108 -1.56740  0.319
H5 -0.43492 0.42426 -1.86200  0.239
H6 -1.44439 -0.18574 -0.69549  0.199

***

Molecular formula: C7H14N2
Method: DFT, ωB97M-V/def2-TZVPD

SMILES: Cc1c[nH]cn1.CCC
Highest occupied orbital energy: -8.50 eV

Last column: Mulliken charge in e.
Element x y z (Å)
C1 1.64303 -1.60580 -1.86983  -0.985
C2 0.12820 -0.92147 1.25090  -0.381
C3 1.31180 -1.46033 -0.46366  0.498
C4 2.04748 -1.78077 0.68294  -0.547
N1 0.13382 -0.83729 -0.03771  -0.387
N2 1.28977 -1.37793 1.75956  -0.086
H1 -0.71121 -0.63853 1.85315  0.560
H2 1.52494 -1.46138 2.72924  0.170
H3 3.07002 -2.11453 0.73318  0.390
H4 2.71944 -1.77681 -1.93672  0.295
H5 1.41255 -0.65753 -2.36970  0.255
H6 1.14494 -2.38732 -2.45681  0.229
C5 -1.61154 1.87419 -0.62188  -0.109
C6 -2.47476 2.95949 -1.29904  -1.259
C7 -1.61594 1.95622 0.93164  -0.812
H7 -2.03254 0.92989 -0.95064  0.297
H8 -0.54366 2.02737 -0.85082  0.233
H9 -2.14297 3.98009 -1.11174  0.341
H10 -3.46254 2.84452 -0.84915  0.317
H11 -0.95827 1.16547 1.29051  -0.022
H12 -1.06705 2.84952 1.23789  0.322
H13 -2.48961 2.72103 -2.36777  0.340
H14 -2.57609 1.77059 1.39419  0.342